Computed, not measured: a 9-piece molecular cluster, C23H20BrCl32N3O overall in a non-equilibrium geometry, with ωB97M-V with the def2-TZVPD basis set.

Atoms and positions in Å:
Br: -3.3243 4.8138 2.0206
Cl: 7.6806 -1.9247 -4.4823
Cl: 4.3213 1.4589 -1.1066
Cl: 5.2481 1.7087 -3.8404
Cl: 8.1316 0.6241 -5.7991
Cl: -3.3532 8.0631 4.4771
Cl: -1.1291 6.2020 4.6070
Cl: 7.1657 1.2892 -1.7013
Cl: 1.5833 -0.8349 -3.4696
Cl: 5.5740 -0.7235 -6.0812
Cl: -5.6304 -1.3248 7.2222
Cl: -0.6833 9.0313 5.0812
Cl: 4.8911 -4.4104 0.9086
Cl: -0.2584 -4.9185 0.2237
Cl: 0.6769 -5.6520 -8.4977
Cl: -1.9496 -3.0685 1.6821
Cl: 5.2150 -6.5945 -0.9768
Cl: -5.2419 1.0653 5.6206
Cl: -0.2125 -5.3750 -5.7483
Cl: -0.5063 -1.3516 -5.4221
Cl: 3.2358 -6.7849 1.1391
Cl: -1.8789 -6.7614 -7.6801
Cl: -7.9041 0.3413 6.5246
Cl: 7.9356 -1.8085 -7.3718
Cl: 0.5924 -7.9753 -6.7579
Cl: -1.3156 8.0897 2.4086
Cl: 1.8761 -3.0093 -5.3672
Cl: -2.7386 -5.8513 1.4159
Cl: 5.3673 -0.8602 -2.4744
Cl: 2.8305 -4.9408 -1.0662
Cl: -0.4896 -5.1396 3.1084
Cl: -5.9339 1.2981 8.4307
Cl: -0.0856 -3.2018 -3.2306
O: -3.7717 1.5875 2.7310
N: -0.1709 1.9083 3.3353
N: -2.4733 -0.0110 1.3652
N: -1.3107 0.6967 -2.7776
C: -2.3652 2.8136 -0.0501
C: -1.9188 4.2070 0.7036
C: -3.3760 -0.3669 0.2527
C: -1.1231 1.2102 -1.6696
C: -1.8703 5.4035 -0.4246
C: -1.1673 1.7293 -0.1436
C: -0.6373 1.3460 2.3557
C: 2.1297 0.5920 0.0365
C: 3.0339 1.5971 0.9761
C: 5.5293 0.9021 -2.2805
C: -1.6203 7.8460 4.1436
C: -0.1872 -0.6972 0.6650
C: -3.1110 0.5090 2.5832
C: 0.7167 -2.0998 -4.3723
C: 4.0434 -5.6829 0.0013
C: 3.8928 2.3217 1.6830
C: -1.3592 -4.7460 1.6086
C: -6.1776 0.3454 6.9494
C: -0.2057 -6.4410 -7.1708
C: 1.3654 -0.4548 0.9961
C: 7.3300 -0.9572 -5.9328
C: -1.1641 0.5847 1.0021
C: -3.0161 -0.4433 3.9141
H: -2.5787 3.1441 -1.1506
H: -4.1271 0.4330 -0.0899
H: -3.2217 0.1473 4.8794
H: -4.0217 -1.2775 0.6015
H: 1.4614 1.1564 -0.7060
H: -0.5503 -1.5302 1.4051
H: 4.8452 2.5747 2.2961
H: 1.5897 -0.2163 2.1168
H: -2.7620 -0.7805 -0.6502
H: -0.8686 4.1394 1.1635
H: 1.8919 -1.4853 0.8216
H: -3.3631 2.4085 0.3462
H: -2.1000 6.4111 0.1139
H: -0.1829 2.3412 0.0118
H: -0.3814 -1.1320 -0.3906
H: -1.9327 -0.8811 3.9059
H: -3.7339 -1.3369 3.7886
H: -2.7286 5.2886 -1.2074
H: 2.8895 -0.0042 -0.6104
H: -0.8308 5.4260 -0.9227

Forces on the atoms, in the same order (eV/Å):
Br 1.0 -0.7 -0.7
Cl 0.2 0.1 -0.5
Cl 2.7 0.7 -1.8
Cl 0.1 0.0 0.3
Cl -0.1 -0.3 0.0
Cl 0.3 0.0 -0.1
Cl 0.0 0.4 -0.1
Cl -0.3 -0.1 -0.1
Cl -0.1 -0.3 -0.1
Cl 0.3 -0.2 -0.1
Cl -0.1 0.3 -0.1
Cl -0.2 -0.2 -0.2
Cl -0.2 -0.2 -0.2
Cl -0.2 0.1 0.3
Cl -0.2 -0.1 0.2
Cl -0.5 -1.0 0.2
Cl -0.2 0.2 0.2
Cl -0.6 0.1 0.4
Cl -0.2 -0.5 -0.4
Cl 0.3 -0.2 0.2
Cl 0.1 0.2 -0.2
Cl 0.3 0.1 0.1
Cl 0.3 0.0 0.1
Cl -0.1 0.2 0.2
Cl -0.1 0.3 -0.1
Cl 0.0 0.0 0.3
Cl 0.0 0.4 0.3
Cl 0.3 0.2 0.0
Cl -0.2 0.3 0.2
Cl 0.3 -0.1 0.1
Cl -0.2 0.1 -0.3
Cl 0.0 -0.2 -0.3
Cl 0.1 0.1 0.0
O 2.8 -4.3 -1.7
N -2.9 -3.4 -5.9
N -0.5 1.1 0.1
N 1.4 3.6 7.3
C -0.1 1.0 -0.8
C 0.0 0.4 -2.1
C -1.1 -1.6 -0.8
C -1.7 -3.2 -4.0
C -0.6 0.2 0.7
C 0.5 1.2 -0.9
C 2.2 1.9 3.1
C 0.7 -0.2 1.5
C 3.7 3.1 3.4
C -0.2 0.2 -0.3
C 0.0 -0.2 0.1
C 0.3 0.0 1.6
C -2.8 2.3 3.1
C 0.0 0.2 -0.2
C 0.0 0.0 0.0
C -4.0 -4.9 -3.3
C -0.1 -0.1 0.0
C 0.0 0.1 0.0
C 0.0 0.0 0.1
C 0.5 -0.9 -0.3
C 0.0 0.0 0.0
C 1.1 -0.2 0.7
C 1.3 -0.1 -1.3
H 0.4 -0.7 2.0
H 1.4 -0.9 0.5
H 0.5 -1.1 -2.0
H 1.1 1.6 -0.6
H 1.0 -0.7 1.3
H 1.1 2.2 -1.6
H -2.4 -0.3 -1.4
H -0.8 -0.2 -2.1
H -1.1 1.0 1.7
H -1.9 0.0 -0.2
H -1.0 1.8 0.3
H 1.8 0.5 -0.3
H 0.8 -1.8 -1.0
H -1.7 -1.2 -0.4
H 0.4 1.1 1.5
H -1.9 0.7 0.2
H 1.0 1.5 0.2
H 1.7 0.0 1.4
H -1.9 1.0 1.5
H -1.7 0.0 0.6

Computed properties:
LUMO level: -0.11 eV
energy: -18427.60891 a.u.
SMILES: C#CCCC[C@@](C#N)([C@@H](C#N)C[C@@H](C)Br)N(C)C(C)=O.ClC(Cl)(Cl)Cl.ClC(Cl)(Cl)Cl.ClC(Cl)(Cl)Cl.ClC(Cl)(Cl)Cl.ClC(Cl)(Cl)Cl.ClC(Cl)(Cl)Cl.ClC(Cl)(Cl)Cl.ClC(Cl)(Cl)Cl

What are the Mulliken partial charges on each atom? They are as follows, in elementary charge units: -0.14, -0.07, -0.09, -0.09, -0.08, -0.09, -0.06, -0.11, 0.02, -0.05, -0.11, -0.11, -0.09, -0.01, -0.10, -0.02, -0.10, -0.02, 0.00, -0.07, -0.09, -0.10, -0.10, -0.10, -0.10, -0.08, -0.06, -0.10, -0.12, 0.02, -0.10, -0.10, -0.04, -0.48, -0.70, 0.92, -0.52, -0.81, -0.10, -0.80, -0.65, -0.95, 0.59, -0.81, 0.21, -0.31, 0.30, 0.31, 0.22, 0.01, 0.17, 0.26, -0.57, 0.15, 0.31, 0.27, -1.16, 0.29, 1.48, -0.94, 0.45, 0.35, 0.43, 0.30, 0.57, -0.37, 0.34, 0.42, 0.21, 0.38, 0.40, 0.29, 0.20, 0.59, 0.16, 0.18, 0.23, 0.34, 0.01, 0.27